1.
94
Properties=species:S:1:pos:R:3:forces:R:3 method="wB97M-V/def2-TZVPD" smiles="COCN(C[C@H](COO)OCCCCSC(=S)N1CCOCC1)P(O)O.C1CCOC1.C1CCOC1.C1CCOC1" homo_lumo_gap_ev=7.38 total_energy_ev=-82228.6571
C 4.095610 -2.887776 1.603583 -0.1899 -0.7864 -0.2180
O 4.501890 -1.752590 0.829048 -0.3558 0.6790 0.8543
C 3.813530 -0.611786 1.352111 0.3858 -0.6928 0.3022
N 2.336645 -0.816381 1.216462 1.2546 0.2512 0.6009
C 1.991132 -0.172068 -0.067252 -2.7774 -0.1536 0.1956
C 0.858644 -0.931462 -0.852958 1.0141 0.5481 -0.6131
C 0.338108 0.072785 -1.923329 1.4363 0.2479 0.1706
O -0.333263 -0.562500 -3.027995 -0.4731 0.1520 1.2250
O -1.524268 0.158336 -3.307891 -0.1943 0.7190 -0.9022
O -0.130379 -1.397168 0.028246 0.3007 -0.3437 -0.4730
C -1.082978 -2.225965 -0.635888 -0.4042 -0.0421 0.0438
C -1.575272 -3.438811 0.218758 -1.0198 0.0382 -1.4215
C -3.150453 -3.484132 0.076061 0.5167 -0.1665 0.8960
C -3.889404 -2.790227 1.271092 -1.1643 -0.2140 -0.7046
S -2.942545 -1.374128 1.973451 0.1934 0.5203 -0.1455
C -4.131910 -0.211283 2.727077 -1.2375 -0.4433 1.7169
S -4.492562 -0.395491 4.341090 0.4095 0.0965 -1.6466
N -4.794814 0.845810 2.014710 1.3660 -1.5832 -0.4945
C -6.127579 0.457554 1.537317 -0.7044 0.5360 -0.3730
C -6.155976 -0.154410 0.084927 -0.7567 -0.4111 0.3240
O -4.880420 -0.447087 -0.454007 -0.0188 0.4845 0.5907
C -4.023244 0.688209 -0.420365 0.2299 0.0918 -0.7458
C -3.964730 1.426044 0.963475 0.1197 0.7696 -1.0328
P 1.617897 0.082094 2.567350 -0.3565 2.2026 0.1670
O 2.153550 -0.599516 4.038049 -0.8431 -0.5172 -2.1374
O -0.044313 -0.169479 2.607180 1.7116 -0.9519 0.6198
H 3.246298 -3.364914 1.070838 0.5073 0.0169 0.5103
H 4.939181 -3.598499 1.726785 -0.3834 0.4967 -0.4171
H 3.752627 -2.632704 2.626982 0.1630 0.1345 -0.5425
H 4.138883 -0.515404 2.405906 -0.5568 -0.0138 -0.2665
H 4.142781 0.316950 0.840915 -0.0425 -0.7403 0.0385
H 1.547779 0.829161 0.176518 0.7045 -0.2156 -0.4811
H 2.832284 -0.091021 -0.772773 -0.1479 0.0951 0.6774
H 1.370217 -1.756451 -1.403124 -0.5434 0.0777 0.3697
H -0.250283 0.877148 -1.439005 -0.0972 -0.5803 -0.3665
H 1.243392 0.578767 -2.340881 -0.5742 -0.2076 0.2172
H -2.126077 0.114636 -2.547231 0.4230 -0.5600 0.2881
H -0.671583 -2.608425 -1.593837 -0.1555 0.2632 0.5371
H -1.956013 -1.575282 -0.891381 0.4515 -0.5132 0.1199
H -1.224942 -4.356608 -0.298566 0.1588 0.4750 0.6607
H -1.242847 -3.421899 1.269377 -0.0455 0.0921 -0.5036
H -3.488530 -4.542040 0.054484 0.1330 0.5946 0.1194
H -3.453081 -3.054260 -0.901225 0.1852 -0.0762 0.6506
H -4.875520 -2.468843 0.872106 0.6422 0.0293 0.5003
H -4.083622 -3.502489 2.092843 0.2821 0.3326 -0.3280
H -6.762768 1.371155 1.519200 0.3177 -0.5320 0.1805
H -6.564455 -0.262972 2.249454 0.2655 0.4912 -0.2567
H -6.766699 0.489555 -0.589918 0.5945 -0.1349 0.2361
H -6.705529 -1.118441 0.145597 0.4447 0.4713 -0.1729
H -3.017958 0.313635 -0.712889 -0.5658 0.1328 0.4448
H -4.340070 1.379458 -1.240020 0.0900 -0.1618 0.6071
H -4.299806 2.475046 0.796486 0.0279 -0.6114 0.2217
H -2.904011 1.515788 1.273219 -0.7060 -0.2517 0.1205
H 1.587999 -0.154793 4.679258 -0.0251 -0.0203 0.3112
H -0.487026 0.253706 1.866590 0.0429 -0.0591 -0.3042
C 4.130786 3.232072 4.727533 -0.3644 -0.0609 0.0364
C 5.306416 2.345968 5.093371 0.2539 0.0689 0.1654
C 5.691189 1.766771 3.743546 -0.0259 -0.1527 -0.1607
O 5.356345 2.753109 2.759818 -0.0699 0.0682 0.1867
C 4.549719 3.768772 3.370315 0.1593 0.1321 -0.1114
H 3.931299 4.020387 5.453469 0.0252 0.0026 -0.0380
H 3.227534 2.623512 4.625544 0.0136 0.0505 -0.0337
H 6.124283 2.956150 5.487359 -0.0073 -0.0509 -0.0020
H 5.067680 1.580151 5.831165 -0.0041 -0.0043 -0.0495
H 5.114875 0.866305 3.518131 0.0467 -0.0615 0.1485
H 6.753868 1.527566 3.676762 -0.0204 0.0461 -0.1094
H 5.160924 4.672773 3.470286 -0.0640 0.0409 0.0309
H 3.697236 3.995017 2.726327 0.0446 -0.0648 -0.0555
C -3.304897 -3.248842 -6.418084 -0.2668 -0.0534 -0.1382
C -2.991903 -2.012727 -5.592667 0.2849 0.1485 -0.0329
C -3.308461 -2.488546 -4.187340 -0.2400 -0.1092 0.2005
O -3.037569 -3.896229 -4.156585 -0.0216 0.1013 -0.1695
C -2.846693 -4.365859 -5.496174 0.2128 -0.0884 0.1159
H -2.807136 -3.267986 -7.387591 0.0044 -0.0131 0.0362
H -4.383483 -3.320712 -6.586192 0.0417 -0.0257 -0.0235
H -1.929141 -1.769380 -5.674294 -0.0496 0.0485 0.0495
H -3.565172 -1.132477 -5.882520 0.0079 -0.0238 0.0308
H -4.368208 -2.343570 -3.946413 -0.0046 0.0839 -0.0079
H -2.708317 -1.985683 -3.430039 0.0357 -0.1216 -0.0014
H -1.780665 -4.579312 -5.630936 -0.0189 -0.0341 -0.0877
H -3.407025 -5.290875 -5.642663 0.0071 0.0041 0.1000
C 3.242631 5.105030 -1.237849 -0.0545 0.2311 0.1950
C 4.442880 4.178917 -1.316180 0.1403 -0.0974 -0.2769
C 3.959631 2.973112 -0.530671 -0.0282 -0.0649 0.3833
O 2.536359 2.906290 -0.709562 0.0543 0.2715 -0.1886
C 2.084024 4.125759 -1.312510 -0.0994 -0.1935 -0.1584
H 3.214659 5.856487 -2.026799 -0.0187 -0.0318 0.0105
H 3.234269 5.621291 -0.273548 -0.0178 0.0040 -0.0439
H 4.628139 3.898344 -2.357135 0.0253 0.0152 0.0369
H 5.358504 4.609528 -0.911837 -0.0333 -0.0375 0.0276
H 4.156869 3.085845 0.539414 0.1443 -0.0596 -0.0482
H 4.416773 2.041110 -0.870436 -0.0913 -0.0226 -0.0048
H 1.812539 3.909036 -2.351825 -0.0341 0.0967 -0.0133
H 1.195720 4.484363 -0.789202 0.0001 -0.0985 0.0304

***

2.
95
Properties=species:S:1:pos:R:3:forces:R:3 method="wB97M-V/def2-TZVPD" homo_lumo_gap_ev=8.39 charge=+1 total_energy_ev=-65310.6108
C -3.404656 0.856711 6.001276 0.3407 0.4231 -0.0882
C -2.490106 2.097402 6.193545 -0.3723 -0.9561 -1.0057
C -2.719475 3.091442 5.033300 0.2366 0.5202 0.2770
C -1.567500 3.135843 4.020599 0.1043 -0.4725 0.3367
C -1.083265 1.743890 3.543146 0.4704 0.4558 -0.4212
C -1.161496 1.547965 1.994544 0.4590 -0.9751 1.5221
C -1.715236 0.162499 1.636984 -0.5707 1.2095 -0.7191
N -0.676379 -0.780010 1.067227 -0.3343 0.0478 0.6637
C 0.477560 -1.027818 1.998114 0.2386 -1.2594 0.0756
P -0.119511 -2.298598 3.241438 -0.3788 0.6677 0.8176
O 0.666611 -2.264627 4.474420 0.9692 -0.2411 0.3862
C 1.825609 -1.432495 1.299212 0.9181 -0.5328 0.1388
B 2.443235 -2.858324 1.778663 -0.0194 0.2145 -0.8990
O 1.910188 -3.985435 1.179144 -0.9044 0.1862 0.7440
O 3.451489 -2.855523 2.660923 -0.7978 -0.1696 0.6363
C 3.392665 -3.865439 3.695797 1.0475 -0.2414 0.6845
C 3.873165 -3.229988 5.005254 0.2327 -0.0884 -0.6213
O 1.769520 -1.521245 -0.117806 -0.6082 -0.0982 -0.2555
C 1.137699 -0.452098 -0.755058 -0.9986 0.2059 1.1014
O 1.151470 -0.561297 -2.112373 0.6722 -0.4636 0.3297
C 1.944627 -1.617576 -2.689740 0.7728 -0.3285 -1.0735
C 3.451982 -1.405108 -2.681295 0.0195 -0.0570 -0.2205
C 3.992111 -0.268948 -3.586233 -0.3648 0.8226 0.7556
C 2.968482 0.433365 -4.491656 0.4630 -0.6924 -0.3387
O 1.682956 0.737418 -0.232517 0.1542 -0.1751 -0.5987
C 2.095042 1.753819 -1.146581 0.0541 1.0266 0.3584
C 1.000483 2.710523 -1.609225 0.3198 0.4169 -0.0087
C 0.314522 3.438451 -0.441232 0.2015 0.1167 -0.2654
O 0.094318 2.130214 -2.532069 -0.2302 -0.3037 0.4715
C -0.385263 -0.417103 -0.350052 0.3922 0.2284 -2.0807
C -1.300864 -1.225200 -1.277620 -0.2636 -0.3832 1.0800
C -0.997472 -2.735374 -1.325503 -0.4018 0.2837 0.2180
C -1.164699 -3.363088 -2.697362 -0.4578 -0.4019 1.4050
F -0.412796 -4.449024 -2.766515 0.9813 -0.6536 -0.3998
F -2.413842 -3.795149 -2.863680 -1.0674 0.0460 -0.1834
F -0.899134 -2.556532 -3.694384 0.5597 0.6877 -0.9536
H -2.932597 -0.057318 6.356507 -0.1401 -0.0436 0.2873
H -3.564333 0.733952 4.928541 -0.1328 -0.1543 -0.0283
H -4.384142 0.988276 6.454438 -0.0289 -0.0749 0.0887
H -2.623778 2.545989 7.171445 -0.0145 0.0749 0.0524
H -1.473865 1.708271 6.122636 0.2090 0.2954 0.2833
H -3.653660 2.880589 4.512579 -0.1307 -0.0867 0.0944
H -2.816453 4.091852 5.454327 -0.1248 0.1287 -0.1380
H -0.733448 3.643252 4.503592 0.0854 0.0451 -0.0304
H -1.818819 3.733523 3.145001 -0.1800 0.1478 0.0537
H -1.576100 0.922559 4.057215 -0.2626 0.0687 0.0641
H -0.033591 1.664751 3.832035 0.0467 -0.1698 0.0383
H -1.764335 2.341209 1.570608 0.0013 -0.0552 -0.3281
H -0.130530 1.587758 1.644326 -0.1843 0.3999 -0.5234
H -2.265882 -0.285468 2.457442 0.3324 -0.2969 0.1276
H -2.436694 0.288873 0.831504 -0.0556 -0.2459 -0.0951
H -1.182959 -1.668610 1.023799 0.1775 -0.0475 -0.3145
H 0.716481 -0.182102 2.634992 -0.4711 0.3764 -0.1358
H -1.450456 -1.920954 3.561882 -0.0350 -0.1777 -0.7178
H -0.224193 -3.565041 2.625497 -0.1639 0.2922 -0.3764
H 2.582106 -0.707955 1.597308 -0.2108 0.3851 -0.1427
H 1.604342 -4.631201 1.833716 0.5687 -0.3492 -0.4082
H 4.073357 -4.684920 3.466727 -0.0381 0.0209 -0.4210
H 2.403181 -4.312382 3.803061 -0.2222 0.3429 -0.0954
H 4.924943 -3.476662 5.129519 0.0318 -0.0525 0.2592
H 3.300667 -3.568989 5.860317 -0.0378 0.0363 0.1034
H 3.834352 -2.150180 4.905584 -0.3260 0.1034 0.1834
H 1.643724 -1.675621 -3.731769 -0.3638 0.3323 -0.0311
H 1.713347 -2.606104 -2.303865 -0.1726 0.1126 0.5797
H 3.890426 -2.341200 -3.031994 -0.1591 -0.1716 0.0161
H 3.793870 -1.307756 -1.653510 0.1119 0.1672 0.0694
H 4.833388 -0.609056 -4.181950 0.0079 -0.1941 -0.1010
H 4.415179 0.494596 -2.927164 0.1022 0.0188 -0.0214
H 3.454920 1.253406 -5.014616 -0.0361 0.1411 0.0226
H 2.647081 -0.269989 -5.262237 -0.2189 0.0904 -0.0715
H 2.090413 0.799895 -3.968632 -0.0490 0.0489 0.0670
H 2.706661 1.406815 -1.968043 -0.2360 -0.5339 -0.1997
H 2.760878 2.399458 -0.570453 0.0904 -0.1519 0.2067
H 1.548676 3.482665 -2.157619 0.0952 -0.0922 -0.1776
H -0.747494 3.192225 -0.373715 0.0793 -0.1217 0.1928
H 0.374086 4.513839 -0.581913 -0.1429 0.1018 -0.1505
H 0.836976 3.245576 0.492348 -0.2154 -0.2015 0.1581
H -0.799916 2.192426 -2.172758 0.1347 0.2641 -0.2154
H -0.664881 0.612027 -0.549145 -0.0266 0.2357 0.6504
H -2.301096 -1.111456 -0.841516 -0.1225 0.0238 -0.1998
H -1.373191 -0.755362 -2.248088 0.3997 0.0341 -0.1915
H -1.740583 -3.238686 -0.706072 0.0553 -0.2518 -0.0034
H -0.030119 -3.027741 -0.920125 0.2219 0.2781 -0.1900
C -1.889011 1.418481 -4.939997 -0.1282 -0.0794 0.0484
C -2.691515 2.653847 -5.268034 -0.0616 0.2458 0.0320
O -2.643474 3.652000 -4.563806 0.0176 -0.1147 0.1102
N -3.475815 2.625636 -6.374402 0.1535 -0.1510 0.1388
C -3.660478 1.541483 -7.322844 -0.2007 0.4426 -0.0116
H -1.322059 1.609957 -4.036864 0.0225 0.0360 -0.2068
H -2.554121 0.569131 -4.766914 0.0630 -0.0755 -0.1686
H -1.190202 1.185877 -5.744202 -0.0447 -0.1356 0.0103
H -3.981015 3.484869 -6.528349 0.0064 -0.0221 -0.0282
H -3.367495 1.880879 -8.317199 0.0188 -0.1762 -0.0517
H -4.714730 1.261892 -7.347359 0.0470 -0.1596 -0.0739
H -3.068066 0.673379 -7.054474 0.0204 0.0305 0.0413

***

Number 1: largest force on an atom 2.79 eV/A. Number 2: largest force on an atom 2.13 eV/A.